Here is a molecular structure, C35H25AuBGeN4O2Se in a non-equilibrium geometry from OMol25. Energies are from wB97M-V/def2-TZVPD.

ΔE to the lowest compared entry with this formula, charge and spin (eV): 0.3274
HOMO (spin up / spin down) (eV): -12.79 / -12.78
Multiplicity: 4
Charge: +2
E_tot (hartree): -6356.5616
HOMO-LUMO gap (spin up / spin down) (eV): 6.534 / 3.241
Largest force on an atom (eV/Å): 2.83
Lowest unoccupied orbital energy (spin up / spin down) (Eh): -0.230 / -0.350

Positions of all 70 atoms, in Å:
Au 5.175 -10.769 17.382
Se 10.478 -15.817 20.051
N 10.311 -14.048 20.114
C 9.189 -13.686 19.487
C 8.752 -12.313 19.388
C 9.456 -11.202 19.862
C 8.853 -9.946 19.772
C 7.652 -9.826 19.112
N 6.981 -10.877 18.586
C 7.505 -12.137 18.754
C 6.731 -13.243 18.240
N 5.492 -12.967 17.688
C 4.741 -13.933 17.165
C 5.144 -15.273 17.131
C 6.365 -15.605 17.713
C 7.159 -14.575 18.260
C 8.442 -14.785 18.903
N 8.978 -15.985 19.067
H 10.435 -11.350 20.268
H 9.280 -9.067 20.210
H 7.191 -8.832 19.051
H 3.756 -13.643 16.827
H 4.468 -16.013 16.687
H 6.772 -16.609 17.750
O 4.613 -11.191 20.419
B 4.009 -10.897 19.163
O 2.643 -10.818 19.292
C 2.364 -10.996 20.659
C 1.113 -10.997 21.286
C 1.114 -11.433 22.638
C 2.336 -11.700 23.304
C 3.615 -11.640 22.684
C 3.576 -11.256 21.342
H 0.163 -10.695 20.785
H 0.193 -11.566 23.230
H 2.199 -12.001 24.348
H 4.492 -11.948 23.215
C 8.100 -11.436 15.159
Ge 6.406 -10.494 15.080
C 6.998 -8.608 14.692
C 7.723 -8.382 13.522
C 8.135 -7.115 13.200
C 7.886 -6.040 14.063
C 7.123 -6.273 15.229
C 6.678 -7.536 15.551
C 5.482 -11.248 13.536
C 6.014 -12.316 12.844
C 5.276 -12.990 11.841
C 3.989 -12.643 11.512
C 3.390 -11.516 12.180
C 2.052 -11.139 11.881
C 1.491 -10.051 12.542
C 2.242 -9.255 13.428
C 3.537 -9.630 13.753
C 4.149 -10.787 13.214
H 8.684 -11.313 14.242
H 7.856 -12.487 15.338
H 8.683 -11.055 16.009
H 7.887 -9.236 12.826
H 8.647 -6.942 12.239
H 8.262 -5.035 13.899
H 6.826 -5.419 15.823
H 6.038 -7.663 16.438
H 7.026 -12.644 13.015
H 5.787 -13.806 11.348
H 3.371 -13.204 10.797
H 1.423 -11.758 11.170
H 0.427 -9.772 12.341
H 1.830 -8.334 13.897
H 4.081 -9.008 14.467

Löwdin population analysis, charges in e, atoms 1 to 4: 0.8222 1.2005 -0.2311 -0.3095

***

Here is a molecular structure, C35H26Cl3HgN5O4PS2 from OMol25. Energies are from wB97M-V/def2-TZVPD.

ΔE to the lowest compared entry with this formula, charge and spin (eV): 0.0000
HOMO (spin up / spin down) (eV): -2.38 / -3.26
Multiplicity: 2
Charge: -2
E_tot (hartree): -4595.9169
HOMO-LUMO gap (spin up / spin down) (eV): 6.228 / 7.115
Largest force on an atom (eV/Å): 0.44
Lowest unoccupied orbital energy (spin up / spin down) (Eh): 0.142 / 0.142

Positions of all 77 atoms, in Å:
Hg -1.109 0.799 0.574
O -4.384 -0.965 3.184
C -3.402 -0.567 2.531
O -3.318 -0.245 1.323
C -2.080 -0.495 3.345
C -2.059 -0.930 4.663
C -0.860 -0.915 5.358
C 0.291 -0.480 4.717
C 0.203 -0.050 3.403
N -0.966 -0.051 2.753
C 1.474 0.414 2.656
O 2.511 0.418 3.348
O 1.308 0.769 1.466
H -2.991 -1.270 5.091
H -0.820 -1.246 6.390
H 1.260 -0.458 5.193
C -0.753 2.156 -3.151
C 0.229 2.841 -2.260
N 0.176 2.843 -0.970
C 1.193 3.586 -0.399
C 2.042 4.154 -1.295
S 1.572 3.753 -2.891
C 1.278 3.751 1.063
C 2.336 4.263 1.741
S 2.007 4.289 3.418
C 0.444 3.591 3.110
N 0.219 3.374 1.858
C -0.523 3.296 4.214
H -1.667 2.752 -3.211
H -1.006 1.193 -2.697
H -0.348 2.009 -4.153
H 2.901 4.779 -1.106
H 3.289 4.587 1.353
H -0.805 4.213 4.734
H -0.091 2.606 4.940
H -1.415 2.844 3.783
N -0.888 -0.435 -1.135
P 0.153 -1.504 -1.448
C 1.320 -2.103 -0.170
C 0.729 -2.393 1.064
C 1.497 -2.812 2.137
C 2.872 -2.955 1.988
C 3.466 -2.691 0.764
C 2.693 -2.265 -0.314
C -0.609 -3.098 -1.963
C -2.001 -3.137 -1.991
C -2.660 -4.298 -2.387
C -1.928 -5.418 -2.761
C -0.537 -5.387 -2.723
C 0.119 -4.231 -2.319
C 1.230 -1.056 -2.873
C 2.114 0.014 -2.695
C 2.813 0.540 -3.773
C 2.618 0.023 -5.049
C 1.718 -1.015 -5.242
C 1.025 -1.550 -4.159
H -0.341 -2.250 1.177
H 1.033 -2.998 3.098
H 3.481 -3.251 2.834
H 4.538 -2.793 0.649
H 3.168 -2.059 -1.264
H -2.535 -2.242 -1.681
H -3.743 -4.328 -2.399
H -2.439 -6.321 -3.079
H 0.032 -6.267 -3.000
H 1.204 -4.206 -2.272
H 2.223 0.448 -1.705
H 3.493 1.371 -3.624
H 3.155 0.441 -5.892
H 1.542 -1.402 -6.240
H 0.318 -2.355 -4.313
Cl -4.121 6.027 -0.992
C -4.915 3.647 -0.204
Cl -5.912 3.989 1.161
Cl -5.750 3.102 -1.615
C -3.671 3.041 0.062
N -2.642 2.570 0.273

Löwdin population analysis, charges in e, atoms 1 to 4: 1.0829 -0.0410 -0.6629 -0.1052